The following is a DFT calculation (ωB97M-V/def2-TZVPD) of C47H46I2N2O2P2SiTa as an isolated structure.

Geometry as ORCA input:
```
! RIJCOSX wB97M-V def2-TZVPD def2/J DEFGRID3
* xyz 1 1
Ta 0.1042 0.2687 -0.2138
C 4.1590 -5.0691 -0.6729
C 3.6921 -4.1721 -1.6253
C 3.2023 -2.9384 -1.2307
C 3.1818 -2.5837 0.1196
C 3.6467 -3.4879 1.0699
C 4.1356 -4.7249 0.6694
P 2.4894 -0.9522 0.5519
C 3.3384 -0.5351 2.0955
C 4.4214 0.3377 2.1285
C 5.0994 0.5541 3.3201
C 4.6984 -0.0963 4.4790
C 3.6066 -0.9541 4.4544
C 2.9235 -1.1697 3.2665
C 3.0131 0.1208 -0.7944
C 4.2946 0.2443 -1.3370
C 4.4595 1.0042 -2.4783
C 3.3567 1.6228 -3.0755
C 2.0957 1.5058 -2.5214
C 1.8974 0.7567 -1.3527
H 4.5439 -6.0343 -0.9781
H 3.7102 -4.4334 -2.6767
H 2.8415 -2.2422 -1.9731
H 3.6469 -3.2357 2.1209
H 4.5045 -5.4186 1.4150
H 4.7373 0.8482 1.2269
H 5.9446 1.2302 3.3422
H 5.2329 0.0721 5.4058
H 3.2830 -1.4527 5.3598
H 2.0608 -1.8276 3.2537
H 5.1363 -0.2745 -0.8914
H 5.4425 1.1080 -2.9224
H 3.4965 2.2009 -3.9814
H 1.2582 2.0041 -2.9966
C -1.5101 3.0362 -2.8492
C -1.4954 1.5590 -3.0975
C -1.9488 1.0948 -4.3198
C -1.9361 -0.2639 -4.5937
C -1.4848 -1.1541 -3.6458
C -1.0734 -0.6449 -2.4147
N -1.0715 0.6806 -2.1603
N -0.6018 -1.3486 -1.3146
Si -0.5899 -3.1431 -1.4182
C -2.3475 -3.7639 -1.5756
C 0.3603 -3.6661 -2.9575
C 0.1457 -3.9221 0.1026
H -1.8395 3.5449 -3.7529
H -0.5288 3.4147 -2.5705
H -2.1942 3.2923 -2.0428
H -2.3067 1.8045 -5.0518
H -2.2786 -0.6276 -5.5547
H -1.4563 -2.2083 -3.8508
H -2.9100 -3.3097 -2.3914
H -2.9066 -3.6116 -0.6503
H -2.3126 -4.8437 -1.7623
H -0.3124 -3.9930 -3.7536
H 0.9898 -4.5240 -2.7033
H 1.0047 -2.8885 -3.3724
H -0.6367 -4.1388 0.8282
H 0.9187 -3.3411 0.5972
H 0.5951 -4.8779 -0.1915
C -3.9831 1.4952 4.8707
C -2.8284 2.2038 4.5705
C -2.3064 2.1702 3.2862
C -2.9390 1.4234 2.2961
C -4.1056 0.7217 2.5987
C -4.6237 0.7583 3.8832
P -2.2183 1.3219 0.6363
C -3.6355 1.0524 -0.4555
C -4.4195 2.1057 -0.9190
C -5.4955 1.8510 -1.7564
C -5.7973 0.5455 -2.1239
C -5.0249 -0.5084 -1.6546
C -3.9418 -0.2559 -0.8250
C -1.3742 2.8664 0.3255
C -1.7764 4.1819 0.5470
C -0.8772 5.1965 0.2719
C 0.4031 4.8792 -0.1816
C 0.7918 3.5620 -0.3785
C -0.1065 2.5166 -0.1484
H -4.3885 1.5217 5.8747
H -2.3337 2.7864 5.3372
H -1.4075 2.7313 3.0531
H -4.6080 0.1404 1.8344
H -5.5281 0.2090 4.1138
H -4.1911 3.1256 -0.6285
H -6.1028 2.6717 -2.1185
H -6.6404 0.3501 -2.7749
H -5.2640 -1.5275 -1.9334
H -3.3323 -1.0789 -0.4612
H -2.7586 4.4067 0.9474
H -1.1564 6.2314 0.4282
H 1.1101 5.6787 -0.3740
H 1.8045 3.3600 -0.7029
I -1.3374 -1.6968 2.6042
I -3.3785 -3.4241 2.2223
C 1.8392 2.2022 3.4061
O 1.3801 1.8525 2.0863
C 0.5580 0.8100 1.9847
O 0.2092 0.2308 3.0110
H 1.0090 2.6022 3.9864
H 2.5978 2.9627 3.2575
H 2.2504 1.3340 3.9131
*
```

Computed properties:
- HOMO energy: -10.89 eV
- Relative energy (zero: lowest compared OMol25 entry of this formula, charge and spin): 0.0 kJ/mol
- HOMO-LUMO gap: 7.5 eV
- Strongest force on any atom: 0.6 eV/A

Here are the Löwdin charges for atoms 1 to 8, given in e: Ta 1.55; C -0.06; C -0.07; C -0.11; C -0.35; C -0.07; C -0.06; P 1.08

The following is a DFT calculation (ωB97M-V/def2-TZVPD) of a 3-piece molecular cluster, C7H12N2O overall in a non-equilibrium geometry.

Geometry as ORCA input:
```
! RIJCOSX wB97M-V def2-TZVPD def2/J DEFGRID3
* xyz 0 1
C 0.0556 1.9806 0.2142
C 3.2193 -0.7480 -0.9983
C -2.3945 -1.4798 -0.4875
N 0.2363 0.5686 -0.0961
C 0.3553 -0.3639 0.6931
C 2.7440 0.4259 -0.1666
C -2.1863 -0.1979 0.2002
C -2.9695 0.7273 0.6883
N 0.4107 -1.4059 1.3216
O 3.2336 1.5035 -0.1185
H 1.3076 -1.7002 1.6889
H 1.0101 2.4867 0.0644
H -0.6798 2.3875 -0.4758
H -0.2779 2.1405 1.2399
H 4.0492 -0.4544 -1.6501
H 3.5348 -1.5490 -0.3273
H 2.3767 -1.1174 -1.5832
H -1.9212 -1.4787 -1.4731
H -1.9615 -2.3039 0.0835
H -3.4694 -1.6821 -0.6280
H -4.0616 0.6246 0.6459
H -2.6116 1.6360 1.1642
*
```

Computed properties:
- HOMO energy (alpha / beta): -7.62 / -7.51 eV
- Relative energy (zero: lowest compared OMol25 entry of this formula, charge and spin): 599.1 kJ/mol
- HOMO-LUMO gap (alpha / beta): 7.9 / 8.1 eV
- Strongest force on any atom: 1.4 eV/A

Here are the natural (NBO) charges for atoms 1 to 8, given in e: C -0.42; C -0.76; C -0.74; N -0.50; C 0.70; C 0.53; C 0.16; C -0.56

The following is a DFT calculation (ωB97M-V/def2-TZVPD) of a 6-piece molecular cluster, C18H48O6 overall in a non-equilibrium geometry.

Geometry as ORCA input:
```
! RIJCOSX wB97M-V def2-TZVPD def2/J DEFGRID3
* xyz -1 2
C -0.8560 -3.4458 -0.5987
C -0.2118 -2.0555 -0.5260
C -0.8448 -0.9057 -1.3369
O -0.2429 -1.7475 0.8323
H -1.8436 -3.5036 -0.1410
H -0.0517 -4.0873 -0.2385
H -1.0594 -3.7387 -1.6287
H 0.8602 -2.1481 -0.6999
H -0.3120 0.0420 -1.2594
H -1.8635 -0.6652 -1.0327
H -0.7250 -1.2205 -2.3736
H 0.5276 -2.1050 1.2796
C 2.7203 -1.2061 -3.5250
C 1.7711 -0.2619 -4.2300
C 1.8916 1.2012 -3.9114
O 1.8746 -0.4532 -5.6122
H 2.4512 -1.2959 -2.4726
H 3.7214 -0.8061 -3.6863
H 2.7865 -2.2154 -3.9313
H 0.7417 -0.5741 -4.0540
H 2.6738 1.6239 -4.5420
H 2.1862 1.3269 -2.8695
H 0.9203 1.6859 -4.0095
H 2.7592 -0.2190 -5.9026
C -2.7534 0.9905 -4.0096
C -2.7658 2.4646 -3.5862
C -1.8736 2.7061 -2.3835
O -2.0461 3.0590 -4.6450
H -3.2978 0.7884 -4.9320
H -3.1618 0.3650 -3.2158
H -1.7250 0.6849 -4.2021
H -3.7815 2.8465 -3.4840
H -2.0148 3.7442 -2.0825
H -0.8224 2.4586 -2.5313
H -2.1092 2.0212 -1.5689
H -1.8961 3.9921 -4.4769
C -2.9399 0.5524 3.9985
C -2.6866 -0.3925 2.7855
C -3.8566 -1.3300 2.3800
O -2.4002 0.3878 1.6269
H -3.8365 1.1516 3.8399
H -2.0868 1.2292 4.0462
H -3.1477 0.0301 4.9324
H -1.7719 -0.9650 2.9396
H -3.3673 -2.0272 1.6998
H -4.6350 -0.8353 1.7991
H -4.1839 -1.9742 3.1960
H -1.7344 -0.1436 1.1845
C 3.6080 -1.0772 3.8740
C 2.8148 -2.1661 3.1319
C 1.4731 -2.5129 3.7017
O 2.7491 -1.8950 1.7997
H 3.3422 -0.0413 3.6631
H 4.6819 -1.2075 3.7410
H 3.5267 -1.1906 4.9550
H 3.4151 -3.0756 3.1089
H 0.8036 -1.6577 3.7940
H 1.6924 -2.9122 4.6920
H 0.9724 -3.2630 3.0896
H 3.6017 -1.9962 1.3702
C -0.1909 2.9832 2.0376
C 1.1328 2.4021 2.2381
C 1.6853 1.3813 1.2045
O 2.0329 3.4871 2.3118
H -0.8586 2.1813 1.7225
H -0.1947 3.6421 1.1693
H -0.6284 3.4672 2.9108
H 1.1606 1.9165 3.2136
H 0.9520 0.6247 0.9255
H 2.5654 0.8135 1.5063
H 1.8497 1.8864 0.2526
H 2.8322 3.1800 2.7458
*
```

Computed properties:
- HOMO energy (alpha / beta): 0.53 / -6.85 eV
- Relative energy (zero: lowest compared OMol25 entry of this formula, charge and spin): 12.4 kJ/mol
- HOMO-LUMO gap (alpha / beta): 2.0 / 9.4 eV
- Strongest force on any atom: 3.3 eV/A

Here are the Löwdin charges for atoms 1 to 8, given in e: C -0.07; C -0.48; C -0.04; O -0.10; H 0.07; H 0.06; H 0.06; H 0.12

The following is a DFT calculation (ωB97M-V/def2-TZVPD) of C10H21ClF3HoO2P2 as an isolated structure in a non-equilibrium geometry.

Geometry as ORCA input:
```
! RIJCOSX wB97M-V def2-TZVPD def2/J DEFGRID3
* xyz 2 5
C 0.2405 -0.0789 -5.8606
C 0.2959 0.1142 -4.3810
H 1.2709 -0.0731 -6.2528
H -0.3406 0.7091 -6.3601
H -0.2665 -1.0145 -6.1268
O 1.2689 0.2988 -3.6902
Cl -1.3783 -0.0359 -3.4130
Ho -0.5355 -0.0405 -0.8360
P -0.2141 2.6792 -0.3474
C 0.9988 3.7964 0.4159
C -0.2078 3.3112 -2.0695
H -0.3159 4.4086 -1.9557
H -1.5866 4.5592 0.1094
H -0.9936 2.8715 -2.6909
H -2.6310 3.0828 -0.2130
H 2.0094 3.6256 0.0249
H 0.7545 3.1051 -2.5472
C -1.7381 3.4760 0.2776
H 0.6733 4.8285 0.1900
H -1.8376 3.3161 1.3527
H 1.0198 3.6712 1.5062
P 0.0014 -2.6854 0.0143
C 1.3035 -3.5503 0.9529
C -1.4234 -3.5395 0.7807
H -0.6659 -3.2433 -2.2700
H 0.0155 -4.6531 -1.2886
H 1.0943 -3.3872 -2.0116
C 0.1084 -3.5816 -1.5757
H -2.3575 -3.2848 0.2782
H -1.1815 -4.6164 0.7144
H 1.0856 -4.6313 0.8771
H 1.3156 -3.2507 2.0111
H -1.5293 -3.2747 1.8357
H 2.2977 -3.3352 0.5375
C 1.4195 0.1272 0.3211
O 2.3524 0.2131 1.0120
F -0.6172 1.2519 2.3805
C -0.9667 0.0900 1.6917
F -0.5087 -0.9368 2.5200
F -2.3432 0.0414 1.8635
*
```

Computed properties:
- HOMO energy (alpha / beta): -16.11 / -16.10 eV
- HOMO-LUMO gap (alpha / beta): 8.1 / 8.2 eV
- Strongest force on any atom: 6.9 eV/A

Here are the natural (NBO) charges for atoms 1 to 8, given in e: C -0.75; C 0.69; H 0.30; H 0.30; H 0.29; O -0.46; Cl -0.16; Ho 1.63

The following is a DFT calculation (ωB97M-V/def2-TZVPD) of C21H24N4O10PdS2 as an isolated structure in a non-equilibrium geometry.

Geometry as ORCA input:
```
! RIJCOSX wB97M-V def2-TZVPD def2/J DEFGRID3
* xyz -2 1
Pd 0.1149 -0.1918 0.2513
O 3.0749 1.5921 -0.0141
C 2.0858 1.9215 -0.7012
O 1.2536 1.1439 -1.2734
C 1.8032 3.4286 -0.8019
C 2.7992 4.3599 -0.9330
C 2.4870 5.7334 -0.8983
C 1.2365 6.1593 -0.5573
C 0.2179 5.2597 -0.3639
C 0.4382 3.8165 -0.5790
O -0.4918 3.0116 -0.5915
N -1.0940 5.7008 0.0354
O -1.4135 6.8527 -0.2436
O -1.8155 4.9582 0.6602
N 3.5138 6.7373 -1.1352
O 3.2367 7.9429 -1.0830
O 4.6581 6.3225 -1.2903
H 3.8444 4.0564 -1.0319
H 1.0053 7.2360 -0.5170
C 0.2502 0.6817 4.7046
S -0.7943 0.2841 3.3031
O -1.7858 -0.6485 3.8870
C 0.4256 -0.7247 2.3954
C 0.3734 -2.1141 2.5884
C 1.4680 -2.9112 2.2738
C 2.6185 -2.3199 1.7542
C 2.6792 -0.9604 1.5449
C 1.5468 -0.1429 1.7809
H 0.5117 -0.2772 5.1568
H -0.3903 1.2462 5.4011
H 1.1591 1.2311 4.4333
H -0.5023 -2.5901 3.0045
H 1.4215 -4.0081 2.4097
H 3.5138 -2.8859 1.5833
H 3.6252 -0.5010 1.2705
H 1.7171 0.9045 1.8970
C -2.8449 1.1448 -0.6865
S -1.8507 -0.2394 -1.2693
C -1.3903 0.5709 -2.7498
O -2.8331 -1.3140 -1.6119
H -3.5396 1.4306 -1.4671
H -2.2194 1.9786 -0.3876
H -3.4437 0.7647 0.1498
H -0.8086 1.4222 -2.3635
H -2.2774 0.8557 -3.3303
H -0.7178 -0.0511 -3.3751
N 0.0471 -3.7044 -3.7756
C -0.2070 -3.8459 -2.6661
N -0.4117 -4.2743 -1.4176
C -0.4837 -5.7352 -1.3790
C -1.9156 -6.1813 -1.5732
O -2.7882 -5.6101 -0.6342
C -2.7505 -4.1862 -0.7658
C -1.3741 -3.6466 -0.4890
H -0.1129 -6.0743 -0.3996
H 0.1808 -6.1656 -2.1144
H -2.0365 -7.2735 -1.5661
H -2.1573 -5.8760 -2.6317
H -3.4670 -3.8086 -0.0033
H -3.0179 -3.9409 -1.7722
H -1.0667 -3.9691 0.5217
H -1.3051 -2.5763 -0.5633
*
```

Computed properties:
- HOMO energy: -2.03 eV
- Relative energy (zero: lowest compared OMol25 entry of this formula, charge and spin): 0.0 kJ/mol
- HOMO-LUMO gap: 6.2 eV
- Strongest force on any atom: 2.1 eV/A

Here are the natural (NBO) charges for atoms 1 to 8, given in e: Pd 0.24; O -0.75; C 0.77; O -0.81; C -0.24; C -0.14; C -0.11; C -0.14

The following is a DFT calculation (ωB97M-V/def2-TZVPD) of C20H20N2O9S in the gas phase in a non-equilibrium geometry.

Geometry as ORCA input:
```
! RIJCOSX wB97M-V def2-TZVPD def2/J DEFGRID3
* xyz 0 1
C -7.2637 -1.6881 -1.0006
H -7.5151 -1.2174 -1.9532
H -8.0970 -1.6176 -0.3064
H -7.0035 -2.7324 -1.1852
O -6.1769 -1.0103 -0.3876
C -5.0383 -0.9785 -1.0964
O -4.9234 -1.4863 -2.1817
C -3.9512 -0.2511 -0.3846
C -2.7324 -0.1088 -1.0281
C -1.6690 0.5549 -0.4120
C -1.8610 1.0821 0.8866
C -3.1028 0.9293 1.5131
C -4.1412 0.2728 0.8952
H -5.0929 0.1582 1.3872
H -3.2329 1.3361 2.5032
C -0.7865 1.7869 1.6049
O 0.3737 1.8702 1.2342
O -1.1938 2.3455 2.7454
C -0.2071 3.0424 3.4917
H -0.7164 3.4406 4.3652
H 0.5940 2.3634 3.7917
H 0.2203 3.8512 2.8953
N -0.4526 0.7165 -1.0406
C -0.0611 0.3230 -2.2858
O -0.7391 -0.2632 -3.0939
C 1.3789 0.7400 -2.5863
N 2.1968 0.7778 -1.3950
C 2.6860 -0.4623 -0.9030
C 3.5127 -1.2700 -1.6683
C 4.0059 -2.4754 -1.1766
C 3.6415 -2.8299 0.0996
C 2.8170 -2.0118 0.8758
C 2.3268 -0.8216 0.4017
H 1.6928 -0.1893 0.9987
O 2.6229 -2.5924 2.1004
C 3.3355 -3.8122 2.0665
O 3.9804 -3.9434 0.8180
H 4.0863 -3.8226 2.8723
H 2.6362 -4.6515 2.2110
H 4.6505 -3.1038 -1.7669
H 3.7974 -0.9466 -2.6562
S 3.3501 2.0155 -1.3335
O 2.7641 3.1508 -1.9827
O 4.6279 1.5595 -1.7985
C 3.4510 2.3218 0.4386
H 2.4412 2.3976 0.8179
H 3.9898 3.2511 0.5732
H 3.9870 1.4974 0.8883
H 1.7696 0.0738 -3.3636
H 1.3624 1.7606 -2.9822
H 0.2673 1.1861 -0.4882
H -2.6084 -0.5189 -2.0182
*
```

Computed properties:
- HOMO energy: -8.42 eV
- HOMO-LUMO gap: 8.0 eV
- Structure (SMILES): COC(=O)c1ccc(C(=O)OC)c(NC(=O)CN(c2ccc3c(c2)OCO3)S(C)(=O)=O)c1
- Strongest force on any atom: 1.3 eV/A

Here are the natural (NBO) charges for atoms 1 to 8, given in e: C -0.26; H 0.20; H 0.20; H 0.20; O -0.51; C 0.78; O -0.57; C -0.11

The following is a DFT calculation (ωB97M-V/def2-TZVPD) of C32H52BiClP as an isolated structure in a non-equilibrium geometry.

Geometry as ORCA input:
```
! RIJCOSX wB97M-V def2-TZVPD def2/J DEFGRID3
* xyz -1 1
Bi -1.1307 0.6593 3.3886
Cl -2.5223 -0.3669 1.5490
P -0.2178 0.4319 -1.1899
C -1.5226 2.5786 2.6869
H -1.2513 3.4596 3.2907
H -2.0130 2.7221 1.7161
C 1.1754 -0.4013 -2.1408
C -0.3325 2.2369 -1.6827
C 2.5349 0.2001 -1.7329
H 1.1256 -1.4266 -1.7221
C 3.6976 -0.6453 -2.2764
H 2.6224 1.2279 -2.1194
H 2.6096 0.2651 -0.6369
C 3.5816 -0.9223 -3.7793
H 4.6431 -0.1348 -2.0612
H 3.7159 -1.5996 -1.7333
C 2.1904 -1.4161 -4.1975
H 3.8174 -0.0031 -4.3321
H 4.3314 -1.6663 -4.0714
C 1.0557 -0.5339 -3.6590
H 2.1217 -1.4658 -5.2910
H 2.0428 -2.4369 -3.8181
H 1.1096 0.4552 -4.1319
H 0.0894 -0.9706 -3.9410
C -1.7974 -0.3345 -1.8461
C 0.2150 2.5837 -3.0659
H -1.4200 2.4417 -1.6830
C 0.0199 4.0735 -3.3673
H 1.2879 2.3470 -3.1109
H -0.2842 1.9903 -3.8458
C 0.6601 4.9595 -2.2934
H 0.4471 4.3020 -4.3509
H -1.0565 4.2836 -3.4231
C 0.2017 4.5936 -0.8781
H 1.7522 4.8619 -2.3559
H 0.4233 6.0100 -2.4954
C 0.3080 3.0934 -0.5711
H 0.7879 5.1528 -0.1400
H -0.8467 4.8973 -0.7542
H 1.3712 2.8194 -0.4640
H -0.1815 2.8851 0.3944
C -1.7148 -1.8715 -1.8055
H -2.4948 -0.0302 -1.0422
C -3.0939 -2.4885 -2.0721
H -0.9936 -2.2350 -2.5542
H -1.3518 -2.1997 -0.8206
C -3.7394 -1.9622 -3.3594
H -3.0000 -3.5796 -2.1176
H -3.7437 -2.2541 -1.2169
C -3.7261 -0.4325 -3.4544
H -3.2145 -2.3847 -4.2270
H -4.7743 -2.3184 -3.4156
C -2.3461 0.1795 -3.1791
H -4.0707 -0.1159 -4.4453
H -4.4344 -0.0226 -2.7215
H -1.6591 -0.0768 -3.9999
H -2.4336 1.2745 -3.1693
C -0.2291 -2.7200 3.3855
C -0.5419 -2.0095 4.4247
H 0.7527 -2.6255 2.9054
C -1.8195 -2.1901 5.2271
H 0.2068 -1.3606 4.9075
C -2.6857 -3.3659 4.7308
H -1.5702 -2.3621 6.2862
H -2.4325 -1.2696 5.2155
C -2.6027 -3.5479 3.2176
H -2.3301 -4.2820 5.2221
H -3.7271 -3.2162 5.0424
C -1.1410 -3.7234 2.7579
H -3.2022 -4.4123 2.9072
H -3.0116 -2.6619 2.7124
H -0.8188 -4.7474 3.0161
H -1.0842 -3.6611 1.6598
C 1.0087 0.4540 2.3262
C 2.0784 0.5289 3.3481
C 2.9238 -0.5748 3.5895
C 3.8230 -0.5549 4.6529
C 3.9210 0.5739 5.4789
C 3.1171 1.6926 5.2193
C 2.2145 1.6803 4.1570
H 0.9357 1.3259 1.6644
H 0.9554 -0.4861 1.7696
H 2.8496 -1.4485 2.9359
H 4.4517 -1.4281 4.8413
H 4.6167 0.5780 6.3203
H 3.1962 2.5783 5.8541
H 1.5739 2.5461 3.9610
*
```

Computed properties:
- HOMO energy (alpha / beta): -2.24 / -2.24 eV
- Relative energy (zero: lowest compared OMol25 entry of this formula, charge and spin): 0.0 kJ/mol
- HOMO-LUMO gap (alpha / beta): 4.9 / 4.9 eV
- Strongest force on any atom: 2.9 eV/A

Here are the Löwdin charges for atoms 1 to 8, given in e: Bi 1.21; Cl -0.07; P 1.11; C -0.59; H -0.13; H -0.12; C -0.45; C -0.44